# C40H60O30

A cluster of 10 separate species, C40H60O30 in total (ωB97M-V/def2-TZVPD, the OMol25 dataset).

Computed properties:
* HOMO level: -10.106 eV
* calculated total energy: -103880.4824 eV
* Kohn-Sham gap: 9.66 eV
* energy relative to the best compared isomer or geometry (same formula, charge and spin): 29.24 kcal per mole
* SMILES: C[C@H]1COC(=O)O1.C[C@H]1COC(=O)O1.C[C@H]1COC(=O)O1.C[C@H]1COC(=O)O1.C[C@H]1COC(=O)O1.C[C@H]1COC(=O)O1.C[C@H]1COC(=O)O1.C[C@H]1COC(=O)O1.C[C@H]1COC(=O)O1.C[C@H]1COC(=O)O1

Geometry as XYZ:
```
130
Properties=species:S:1:pos:R:3:forces:R:3
C -2.643882 0.003571 -3.175092 0.4 -0.2 0.3
C -3.630090 1.135018 -3.407372 1.7 0.0 1.4
C -4.490954 1.565025 -2.217998 -0.8 0.5 -0.5
O -4.619901 2.988728 -2.458863 -0.3 -0.1 0.1
C -3.557041 3.412451 -3.169492 0.5 -1.6 0.1
O -3.299827 4.522294 -3.452717 0.1 1.1 -0.1
O -2.779282 2.324411 -3.498136 -1.0 0.1 -0.7
H -3.090963 -0.989115 -3.081967 -0.2 0.2 -0.1
H -2.036790 0.177781 -2.279886 -0.4 0.2 0.2
H -1.888660 -0.006950 -3.964303 -0.4 -0.1 -0.3
H -4.188935 0.964860 -4.327766 -0.2 0.4 0.0
H -4.075768 1.461219 -1.215226 0.5 -0.4 -0.2
H -5.495450 1.144310 -2.210430 0.0 0.0 -0.1
C 1.109310 0.833217 -3.794725 0.6 0.7 1.6
C 2.494293 0.791179 -4.418159 -1.2 -2.2 -0.4
C 2.762189 -0.492427 -5.203107 -0.1 0.1 -1.1
O 3.680775 -0.019203 -6.244312 -0.4 0.0 0.8
C 3.387826 1.287222 -6.449522 -0.2 -0.7 1.3
O 3.811309 1.926742 -7.338099 0.2 0.8 -0.9
O 2.549876 1.750921 -5.457714 0.9 0.4 -0.5
H 1.213727 1.553170 -2.968356 -0.6 0.4 -0.5
H 0.814970 -0.043783 -3.212676 0.3 -0.5 -0.7
H 0.346162 1.131241 -4.502084 -0.1 0.1 -0.1
H 3.260074 0.880384 -3.647599 0.2 0.6 -0.2
H 1.897276 -0.846456 -5.782468 -0.2 0.2 0.5
H 3.173548 -1.334834 -4.661749 0.3 0.2 0.1
C 4.966752 0.084527 0.034226 -0.9 0.3 -0.9
C 5.662619 0.120695 -1.306994 1.1 -0.7 0.8
C 6.905248 -0.795846 -1.310493 0.5 0.2 0.1
O 6.593395 -1.826733 -2.245436 0.4 0.2 0.1
C 5.441859 -1.536345 -2.873874 0.2 0.2 1.2
O 4.967328 -2.195599 -3.720722 -0.5 -0.8 -1.1
O 4.849951 -0.464562 -2.316463 -0.2 0.6 -0.3
H 4.799772 -0.949510 0.329790 0.3 0.0 0.4
H 3.963810 0.506058 -0.106915 0.2 0.2 0.2
H 5.541207 0.698176 0.722985 -0.1 -0.2 0.4
H 5.993045 1.126305 -1.543176 -0.5 0.1 -0.4
H 7.133610 -1.242999 -0.340957 -0.3 -0.1 0.0
H 7.816401 -0.275592 -1.617915 -0.2 -0.1 -0.2
C 3.789804 -6.051378 -0.921721 -0.1 -0.5 0.1
C 2.849884 -4.933155 -0.594311 -0.2 0.8 -0.6
C 3.485218 -3.778956 0.174578 0.5 -0.7 0.2
O 2.831972 -2.637398 -0.342055 0.4 0.4 0.5
C 2.331173 -2.931119 -1.562447 0.2 -1.9 1.2
O 1.785007 -2.154277 -2.231538 -1.0 1.9 -1.7
O 2.430018 -4.248284 -1.814069 0.5 -0.1 0.2
H 3.267575 -6.897677 -1.366460 0.0 0.0 0.1
H 4.284862 -6.385397 -0.005578 0.0 -0.1 -0.1
H 4.554285 -5.739665 -1.631134 0.0 0.2 0.0
H 1.899392 -5.222372 -0.147374 0.2 -0.4 0.3
H 4.563266 -3.751817 -0.021273 0.0 0.2 -0.2
H 3.374815 -3.845524 1.255256 -0.3 0.1 0.0
C -3.436585 -6.415422 3.629838 0.1 0.3 -0.7
C -3.804164 -4.952603 3.416942 -0.1 -0.2 0.1
C -5.290840 -4.646508 3.677160 0.0 1.3 -0.2
O -5.258179 -3.749495 4.805185 -0.7 -0.4 0.1
C -4.008551 -3.514211 5.205354 0.4 -0.6 -1.9
O -3.679101 -2.793728 6.062986 0.3 1.1 1.8
O -3.120699 -4.140395 4.389791 -0.3 -0.4 0.0
H -4.129073 -6.832062 4.356191 0.3 -0.3 0.2
H -2.392248 -6.483174 3.923245 0.0 0.0 0.4
H -3.488955 -6.987913 2.700730 -0.4 0.1 0.0
H -3.518978 -4.541742 2.447487 0.1 -0.4 -0.1
H -5.973593 -5.458985 3.906444 0.3 -0.3 0.1
H -5.710777 -4.070412 2.850911 -0.1 -0.2 0.0
C -6.832029 -1.188116 2.663338 0.1 -0.4 1.1
C -7.242236 -1.522040 1.257546 0.2 1.9 -0.4
C -6.805842 -0.485565 0.182991 -0.5 0.0 0.3
O -5.827116 -1.148459 -0.596082 0.2 -0.2 0.3
C -5.771188 -2.449375 -0.233538 -1.0 0.9 0.2
O -5.113328 -3.247098 -0.785294 0.9 -1.1 -0.3
O -6.611267 -2.708194 0.808965 0.0 -0.4 -0.3
H -5.784591 -1.432579 2.858788 0.0 0.1 -0.2
H -7.414581 -1.764637 3.391165 0.1 -0.1 -0.2
H -6.989198 -0.152845 2.967027 -0.1 0.1 -0.5
H -8.328780 -1.510207 1.193974 -0.1 -1.0 0.0
H -6.409174 0.430231 0.612599 0.2 0.0 0.0
H -7.662535 -0.256176 -0.450186 0.1 0.2 -0.1
C 2.133382 4.287999 -0.739921 -0.5 0.2 0.1
C 3.544473 4.782387 -0.646428 0.4 0.3 0.3
C 4.580466 3.771710 -0.131719 -0.3 -0.2 0.2
O 5.257130 3.320107 -1.310574 -0.1 0.3 0.3
C 4.995499 4.186826 -2.338840 -1.3 0.2 1.8
O 5.504688 4.135536 -3.383652 1.0 -0.1 -1.8
O 4.047485 5.086148 -1.970260 0.2 -0.2 0.3
H 1.438828 5.098772 -0.968880 0.2 0.0 -0.7
H 1.703993 3.941463 0.202050 0.6 -0.4 0.1
H 2.107378 3.501908 -1.491999 -0.4 0.0 0.0
H 3.598947 5.692392 -0.047377 0.0 0.1 -0.2
H 4.116174 2.921855 0.373881 -0.1 0.0 -0.2
H 5.279847 4.211938 0.582906 0.2 0.1 -0.3
C -1.617912 5.337872 1.691800 0.5 -0.5 -0.5
C -2.743009 5.120549 0.728160 -1.4 0.3 0.7
C -3.608170 3.883375 0.968944 0.4 -0.5 -1.5
O -4.917052 4.294477 0.517889 0.5 -0.6 0.7
C -4.985879 5.640641 0.594055 2.2 -1.1 0.2
O -5.934300 6.263562 0.346694 -2.2 1.5 -0.3
O -3.780000 6.135982 0.947891 0.4 0.4 -0.1
H -1.237473 6.351939 1.596449 -0.1 0.1 0.3
H -0.797987 4.678636 1.389719 0.0 0.0 0.0
H -1.889873 5.056364 2.705922 -0.1 0.4 0.1
H -2.433996 5.210802 -0.311473 0.1 -0.1 0.0
H -3.584206 3.510682 1.996536 -0.3 0.3 0.0
H -3.304885 3.082957 0.294104 0.1 -0.1 0.2
C -1.382327 -1.132456 0.941022 0.4 0.5 0.4
C -0.622807 0.181585 1.048165 0.1 0.1 -0.3
C 0.727739 0.231702 0.332949 0.2 1.0 0.3
O 0.749817 1.559008 -0.258399 0.0 -0.7 -0.1
C -0.477048 2.088914 -0.251148 -0.1 -0.7 -0.1
O -0.764905 3.118601 -0.771012 -0.3 0.2 0.2
O -1.347547 1.259175 0.387623 0.1 0.0 0.3
H -1.399855 -1.462979 -0.097155 -0.1 -0.2 0.1
H -2.384619 -1.032780 1.356932 -0.1 0.1 -0.2
H -0.874745 -1.845664 1.600949 0.0 -0.1 -0.4
H -0.419274 0.446267 2.091926 -0.5 0.2 -0.1
H 0.887000 -0.537849 -0.422023 0.1 0.1 -0.1
H 1.521428 0.303780 1.071922 0.2 -0.6 -0.1
C 2.781375 -1.655566 3.857331 -0.2 0.3 -0.1
C 2.664708 -0.373028 4.692727 0.2 -0.5 -0.2
C 3.914131 0.520177 4.640338 -0.5 -0.4 0.2
O 3.536477 1.563296 3.746582 0.5 0.0 0.0
C 2.222714 1.505724 3.480726 0.3 -0.8 0.1
O 1.671969 2.228950 2.728256 -0.6 0.7 -0.5
O 1.638498 0.464718 4.114762 0.2 -0.1 0.4
H 2.592241 -1.420863 2.805014 0.2 0.0 0.0
H 2.020861 -2.365696 4.160871 -0.2 -0.1 0.1
H 3.754934 -2.140149 3.958498 0.0 0.1 0.1
H 2.414999 -0.650998 5.716300 -0.3 0.3 0.0
H 4.742282 -0.077477 4.265074 0.2 0.4 -0.2
H 4.175950 0.945905 5.606222 0.0 0.1 0.0
```
Positions in Å, forces in eV/Å.

# C40H61AsClGeO2OsPSi3

A structure of composition C40H61AsClGeO2OsPSi3 (ωB97M-V/def2-TZVPD, the OMol25 dataset).

Computed properties:
* charge: +2
* HOMO level (spin up / spin down): -12.512 / -12.512 eV
* calculated total energy: -211819.3680 eV
* ⟨S²⟩: 6.03
* Kohn-Sham gap (spin up / spin down): 6.03 / 4.60 eV
* energy relative to the best compared isomer or geometry (same formula, charge and spin): 0.00 kcal per mole
* multiplicity: 5

Geometry as XYZ:
```
111
Properties=species:S:1:pos:R:3:forces:R:3
Os 2.346603 0.703295 -0.485845 -0.4 -0.8 0.0
C 0.266385 4.728937 2.923613 -0.2 0.1 -0.2
Si 1.251257 3.193234 2.637615 0.2 -0.1 0.1
C 0.556706 1.887373 3.746479 0.0 -0.3 -0.1
C 3.080784 3.493396 2.842249 0.1 0.0 0.0
As 1.020149 2.553356 0.278131 -0.9 1.2 0.4
Si -1.381843 2.025823 -0.003888 -0.1 0.1 -0.2
C -2.227382 3.668943 0.198807 0.0 0.1 0.1
C -1.568156 1.439045 -1.751713 0.2 -0.1 -0.1
C -1.891971 0.832725 1.313276 0.2 -0.2 0.1
Si 1.482219 4.646408 -0.928594 0.1 0.0 0.0
C 0.741085 4.436169 -2.630732 0.0 -0.1 -0.1
C 0.756328 6.185501 -0.188734 -0.1 0.0 0.2
C 3.336554 4.734454 -0.790967 0.1 0.0 -0.1
H 0.336121 4.945441 3.995423 0.0 0.0 0.0
H -0.789181 4.590981 2.684020 0.0 0.0 0.1
H 0.631562 5.596140 2.384330 0.0 0.1 0.0
H 0.726896 2.214366 4.777789 0.0 0.0 0.0
H 0.998727 0.900397 3.623176 -0.1 0.1 0.0
H -0.520053 1.791085 3.602833 0.0 0.0 0.1
H 3.388761 3.264363 3.866830 0.0 0.0 0.0
H 3.316618 4.544104 2.659125 0.0 0.0 0.0
H 3.684098 2.892789 2.159337 0.0 0.0 0.0
H -1.656112 4.489615 -0.233921 -0.1 0.0 -0.1
H -2.432110 3.899630 1.245680 0.0 0.0 -0.1
H -3.187983 3.624296 -0.325194 0.0 0.0 0.0
H -1.519311 2.286162 -2.439032 0.0 0.0 0.0
H -2.552487 0.974373 -1.871036 0.0 0.0 0.0
H -0.812756 0.704462 -2.037436 -0.1 0.0 0.0
H -2.225851 1.370785 2.202003 0.0 0.0 0.0
H -1.088994 0.150349 1.600655 -0.1 0.0 0.0
H -2.730046 0.225423 0.960990 0.0 0.0 0.0
H -0.059501 5.169746 -2.750985 0.0 0.0 0.0
H 0.315722 3.448591 -2.804787 0.0 0.0 -0.1
H 1.478998 4.628316 -3.415141 0.0 0.0 0.0
H -0.277670 6.089344 0.138457 0.0 0.1 0.0
H 0.779942 6.936695 -0.986180 0.0 0.0 0.0
H 1.351125 6.568622 0.639377 0.0 0.0 0.0
H 3.815905 3.755639 -0.844348 0.0 0.1 0.0
H 3.599646 5.187858 0.168105 0.0 0.0 0.0
H 3.763456 5.366578 -1.575775 0.0 0.0 0.0
Cl 3.919176 -1.005701 -1.862045 0.2 -0.3 -0.3
C 4.852295 0.356397 -2.480802 0.0 0.0 0.1
C 6.190412 0.212319 -2.769719 0.0 -0.1 0.0
C 6.873926 1.326166 -3.241625 0.0 0.0 0.0
C 6.207953 2.534142 -3.403449 0.0 0.0 0.0
C 4.856516 2.638531 -3.102161 0.1 0.1 -0.1
C 4.141215 1.538050 -2.637005 -0.2 0.1 0.0
C 2.662573 1.573558 -2.372192 0.3 -0.3 0.0
H 6.690980 -0.737346 -2.633133 0.0 0.0 0.0
H 7.923734 1.241450 -3.489574 0.0 0.0 0.0
H 6.742476 3.399101 -3.773529 0.0 0.0 0.0
H 4.339538 3.578581 -3.254124 0.0 0.0 0.0
H 2.132635 0.853731 -3.006881 0.0 0.0 -0.1
H 2.264923 2.557500 -2.570473 -0.1 0.1 0.1
C 5.512685 -0.013411 1.264039 0.0 0.1 -0.1
P 3.744227 -0.423482 1.348489 0.7 -0.2 0.2
C 3.301817 -0.130453 3.080105 -0.1 0.1 -0.1
C 3.735242 -2.239585 1.289710 -0.1 0.0 -0.1
H 6.026305 -0.466759 2.112447 0.0 0.0 0.0
H 5.666847 1.065704 1.287896 0.0 0.0 0.0
H 5.940824 -0.404291 0.340864 0.0 0.0 0.0
H 4.044859 -0.621733 3.709113 0.0 0.0 0.0
H 2.321898 -0.567801 3.265097 0.1 0.0 0.0
H 3.278841 0.929879 3.313983 0.0 0.0 0.0
H 4.418373 -2.589595 2.065135 0.0 0.0 0.0
H 4.071404 -2.621951 0.328957 0.0 0.0 0.0
H 2.732651 -2.608888 1.497649 0.0 0.0 0.0
O 0.948019 -0.824617 -1.354919 0.4 0.2 0.0
C 0.555804 -1.268167 -0.228613 -0.3 -0.2 0.1
O 0.990102 -0.695278 0.816837 0.2 0.2 0.0
C -0.409035 -2.406804 -0.143034 0.0 0.2 -0.1
C -1.650117 -2.148783 -1.005866 0.0 0.0 -0.2
Ge -3.136990 -3.362661 -0.562588 -0.3 -0.2 0.3
C -4.781875 -2.722705 -1.369203 0.0 0.0 0.0
C -5.991895 -3.192869 -0.853392 0.0 0.1 -0.1
C -7.201346 -2.738082 -1.362456 0.0 0.0 0.0
C -7.214802 -1.804521 -2.391512 0.0 0.0 0.0
C -6.020934 -1.335671 -2.918544 0.1 0.0 0.0
C -4.810535 -1.792309 -2.407405 0.0 0.0 0.0
C -2.791418 -5.221934 -0.996261 0.1 0.0 -0.1
C -1.633344 -5.876416 -0.565350 -0.1 0.0 -0.1
C -1.414844 -7.211340 -0.880284 0.0 0.1 0.1
C -2.355557 -7.909225 -1.624743 0.0 0.0 0.0
C -3.507436 -7.270839 -2.061458 0.0 0.1 0.0
C -3.725918 -5.933709 -1.749494 0.1 -0.1 0.0
C -3.347835 -3.126100 1.373466 0.0 0.1 0.0
C -4.046201 -2.006820 1.836367 0.1 -0.1 0.2
C -4.115276 -1.721193 3.196257 0.0 0.0 -0.1
C -3.486592 -2.555465 4.112401 0.0 0.0 0.0
C -2.805368 -3.680892 3.669282 0.0 0.0 -0.1
C -2.740688 -3.965896 2.308455 0.0 0.1 0.0
H -0.667384 -2.539420 0.908237 0.0 -0.1 0.0
H 0.110578 -3.303550 -0.492729 0.0 0.0 0.0
H -1.398009 -2.203841 -2.066154 0.0 0.0 0.0
H -2.039669 -1.144252 -0.812490 0.0 -0.1 0.0
H -5.989888 -3.916657 -0.044867 0.0 0.0 0.0
H -8.133142 -3.108677 -0.954035 0.0 0.0 0.0
H -8.157927 -1.447219 -2.785770 0.0 0.0 0.0
H -6.032507 -0.617520 -3.730077 0.0 0.0 0.0
H -3.879578 -1.427875 -2.833704 0.0 0.0 0.0
H -0.892058 -5.346735 0.024981 0.0 0.0 0.0
H -0.513652 -7.708231 -0.542405 0.0 0.0 0.0
H -2.192742 -8.953353 -1.859221 0.0 0.0 0.0
H -4.240381 -7.813371 -2.645074 0.0 0.0 0.0
H -4.627710 -5.444110 -2.098521 0.0 0.0 0.0
H -4.564909 -1.366192 1.128199 0.0 0.0 0.0
H -4.671862 -0.856796 3.540325 0.0 0.0 0.0
H -3.547163 -2.339270 5.172499 0.0 0.0 0.0
H -2.335688 -4.344962 4.384716 0.0 0.0 0.0
H -2.230794 -4.864589 1.977381 0.0 0.0 0.0
```
Positions in Å, forces in eV/Å.